[1]
ORCA calculation (wB97M-V/def2-TZVPD) on 2 unconnected molecules or ions with the total composition C7H12O5.

Geometry as XYZ:
```
24
Properties=species:S:1:pos:R:3
O 1.01900 2.16599 -0.74499
O 0.92547 -2.52441 1.34966
O -1.02311 -0.36113 1.54264
O -1.58732 -1.24398 -0.41217
O 2.06475 -0.42704 2.50706
C 1.48481 -1.52547 0.51842
C -1.11038 1.12774 -0.46708
C -1.19552 -0.28064 0.16243
C 0.02318 1.98869 -0.07615
C 1.66767 -1.76215 -0.95991
C -2.43044 1.82876 -0.05178
C 2.12602 -0.47113 1.17939
H -1.04504 0.82879 -1.60307
H -0.15273 2.49531 0.91588
H 1.61298 -1.36309 2.67999
H 2.35763 0.44971 0.62758
H 2.47729 -2.45415 -1.36037
H 0.75411 -2.44094 -1.23042
H -3.17532 1.10167 0.04967
H 0.48240 -3.14338 0.72550
H 1.54723 -0.85798 -1.40942
H -2.25178 2.31050 0.88508
H -2.78539 2.39452 -0.88130
H -0.79262 -1.27528 1.78928
```

Output
- HOMO level: -8.028 eV
- Gap between HOMO and LUMO: 8.6 eV
- SMILES: C[C@@H](C=O)C(=O)O.C/C(O)=C/O
- E: -650.0533 hartree
- ΔE to the lowest compared entry with this formula, charge and spin: 69.9 kJ/mol
- LUMO: 0.0203 Eh

---

[2]
ORCA calculation (wB97M-V/def2-TZVPD) on a molecular structure, C10H10F5O2PRuS3.

Geometry as XYZ:
```
32
Properties=species:S:1:pos:R:3
Ru 0.14714 -0.11977 -1.57158
S -0.73995 1.76951 -2.69513
S 2.10224 -1.47838 -1.79506
S -0.07169 -0.98344 0.69478
P 1.87698 -1.27895 0.20712
F -6.45776 1.15967 -1.72905
F -2.77990 3.89089 -2.58888
F -4.87296 -1.02293 -1.68218
F -2.23671 -0.77882 -2.10223
F -5.42454 3.60885 -2.17639
O 2.72728 -0.06553 0.73320
O 2.53837 -2.48788 0.91017
C 2.52878 1.32534 0.41338
C 2.69422 2.14430 1.66773
C -5.16576 1.29636 -1.92478
C -3.00599 0.33144 -2.09731
C 2.59790 -2.64052 2.37297
C 2.49207 -4.10485 2.69294
C -4.63020 2.55384 -2.15733
C -2.42066 1.57888 -2.33377
C -4.34958 0.17239 -1.89651
C -3.27577 2.68729 -2.36518
H 1.95850 1.85305 2.41750
H 2.53577 -4.23553 3.77542
H 3.31462 -4.66035 2.24388
H 1.78650 -2.06127 2.81423
H 3.69417 2.00688 2.08040
H 3.25201 1.58338 -0.35790
H 2.55868 3.20103 1.43424
H 3.54804 -2.20966 2.67277
H 1.53004 1.47885 0.00992
H 1.54813 -4.51406 2.33264
```

Output
- HOMO level (spin up / spin down): -12.339 / -12.606 eV
- Gap between HOMO and LUMO (spin up / spin down): 9.6 / 5.7 eV
- Charge: +1
- E: -2667.4124 hartree
- 2S+1: 6
- ΔE to the lowest compared entry with this formula, charge and spin: 24.9 kJ/mol
- LUMO (spin up / spin down): -0.1015 / -0.2524 Eh

---

[3]
ORCA calculation (wB97M-V/def2-TZVPD) on a gas-phase ion, C5H6N (charge +1).

Geometry as XYZ:
```
12
Properties=species:S:1:pos:R:3
N -1.97692 0.01178 0.04513
C 1.42221 0.83272 0.49830
C 1.62396 0.02776 -0.71407
C 0.32405 0.12008 -0.29115
C -1.57428 1.17620 -0.19626
C -0.83047 -0.85373 -0.06967
H -0.68062 -1.43675 0.84907
H 1.81946 0.45630 1.43707
H 1.39667 1.91651 0.45246
H -2.92041 -0.29904 0.28039
H 2.33407 -0.40450 -1.37854
H -0.93772 -1.54733 -0.91271
```

Output
- HOMO level (spin up / spin down): -14.314 / -14.314 eV
- Gap between HOMO and LUMO (spin up / spin down): 7.7 / 7.7 eV
- Charge: +1
- E: -248.3723 hartree
- ΔE to the lowest compared entry with this formula, charge and spin: 638.9 kJ/mol
- LUMO (spin up / spin down): -0.2447 / -0.2447 Eh

---

[4]
ORCA calculation (wB97M-V/def2-TZVPD) on C7H14 in the gas phase.

Geometry as XYZ:
```
21
Properties=species:S:1:pos:R:3
C -1.60158 -0.62980 0.70290
C 0.41911 0.54523 2.70586
C -0.51990 0.41343 0.37230
C 0.32170 0.92631 1.27117
C 0.48015 0.16502 -2.10445
C -0.46023 0.81093 -1.11212
C 1.11814 -1.17659 -1.61618
H 0.39780 -1.97114 -1.42257
H -0.51968 1.90813 -1.16294
H -0.09909 -0.06541 -3.00650
H 1.04236 1.67734 0.92854
H -2.42989 -0.21926 1.27044
H 1.46125 0.25687 2.91621
H 1.23440 0.83657 -2.52106
H -1.87192 -1.04260 -0.25864
H -0.21182 -0.30717 3.01309
H 1.84656 -1.12668 -0.79079
H 1.85101 -1.35119 -2.41165
H -1.13675 -1.44094 1.26926
H -1.45044 0.49360 -1.48514
H 0.12883 1.29735 3.44228
```

Output
- HOMO level: -8.815 eV
- Gap between HOMO and LUMO: 9.9 eV
- SMILES: C/C=C(\C)CCC
- E: -275.0655 hartree
- ΔE to the lowest compared entry with this formula, charge and spin: 133.3 kJ/mol
- LUMO: 0.0394 Eh

---

[5]
ORCA calculation (wB97M-V/def2-TZVPD) on 2 unconnected molecules or ions with the total composition C4H12NO2.

Geometry as XYZ:
```
19
Properties=species:S:1:pos:R:3
O 0.92193 2.24813 -2.30321
O -0.15185 1.73624 -0.12056
N 0.85842 -1.04805 0.74572
C -0.85853 0.61329 -0.44063
C 1.97513 -0.06435 0.33931
C -1.67198 -1.49645 0.68370
C -0.55415 -0.44964 0.76209
H 1.01675 -1.31325 1.72009
H -1.97462 0.77997 -0.23771
H -0.61701 0.07230 1.69538
H -0.73182 0.05714 -1.45487
H -1.40017 -2.42746 0.23951
H 0.33697 2.11835 -1.33283
H 1.99909 0.82839 0.99895
H 0.95549 1.41771 -2.77991
H -2.12401 -1.64851 1.64320
H 2.80904 -0.74541 0.28407
H -2.54397 -1.07686 0.17591
H 1.75531 0.39846 -0.61822
```

Output
- HOMO level: -3.579 eV
- Gap between HOMO and LUMO: 7.7 eV
- Charge: -1
- E: -364.8033 hartree
- ΔE to the lowest compared entry with this formula, charge and spin: 137.0 kJ/mol
- LUMO: 0.1504 Eh

---

[6]
ORCA calculation (wB97M-V/def2-TZVPD) on 2 unconnected molecules or ions with the total composition C4H11NO2.

Geometry as XYZ:
```
18
Properties=species:S:1:pos:R:3
O -0.60924 1.64507 2.83464
O -0.48049 2.38633 -2.57707
N 0.39743 -0.62941 0.70734
C 0.72340 0.72282 -1.33240
C -0.24122 -1.78884 1.31624
C -0.10696 1.25082 -2.47884
C -0.02188 -0.45266 -0.68894
H -0.06489 0.96350 2.41415
H 0.11335 -1.88337 2.34291
H -1.07335 -0.17731 -0.63468
H -0.08110 -2.73521 0.78968
H 1.39870 -0.81717 0.71000
H 1.67830 0.37612 -1.74769
H -1.31179 -1.61210 1.39126
H 0.07604 -1.37630 -1.27161
H 0.92017 1.51525 -0.61989
H -0.94747 2.13604 2.07795
H -0.36900 0.47640 -3.23305
```

Output
- HOMO level: -9.806 eV
- Gap between HOMO and LUMO: 10.6 eV
- SMILES: CNCCC=O.O
- E: -364.2155 hartree
- ΔE to the lowest compared entry with this formula, charge and spin: 138.4 kJ/mol
- LUMO: 0.0278 Eh

---

[7]
ORCA calculation (wB97M-V/def2-TZVPD) on a molecular structure, C6H12O.

Geometry as XYZ:
```
19
Properties=species:S:1:pos:R:3
O -0.18702 0.24278 1.74487
C -1.85827 -0.22214 1.74930
C -0.29661 -1.41289 1.31530
C 0.98148 -0.84426 -1.69592
C 0.54732 -0.38752 0.69802
C 0.32645 0.12107 -0.70895
C 0.85798 1.54558 -0.85758
H -2.07177 0.72149 2.26678
H 2.06588 -0.89380 -1.53283
H -0.75589 0.12034 -0.89092
H 0.57356 -1.85472 -1.58184
H -2.25921 -1.04491 2.33901
H 0.22766 -1.88424 2.15992
H 1.94529 1.57204 -0.70763
H 0.64951 1.94317 -1.85706
H -2.27940 -0.21933 0.74896
H 0.39846 2.21326 -0.12093
H 1.59652 -0.36780 1.00899
H 0.81647 -0.52172 -2.72966
```

Output
- HOMO level: -8.008 eV
- Gap between HOMO and LUMO: 9.0 eV
- E: -310.8387 hartree
- ΔE to the lowest compared entry with this formula, charge and spin: 579.2 kJ/mol
- LUMO: 0.0354 Eh

---

[8]
ORCA calculation (wB97M-V/def2-TZVPD) on 12 unconnected molecules or ions with the total composition C39H86O30S4.

Geometry as XYZ:
```
159
Properties=species:S:1:pos:R:3
S 6.59904 -4.27771 4.99678
S -1.78634 -8.92472 5.76229
S 9.68987 -1.63085 -1.56012
S -4.02781 6.18792 7.11903
O -3.94448 -0.48878 -8.92812
O 0.20516 -0.19019 7.69037
O -2.82784 6.19865 -5.65130
O -6.32555 -5.67719 -0.87147
O -7.24419 2.91327 -6.16161
O 8.04995 -5.03759 4.55819
O 0.85414 9.66636 2.24538
O 10.19024 -2.94665 -2.01092
O 3.00785 9.72324 3.01646
O -0.37780 0.34042 -0.12689
O -0.57661 -1.89483 0.03328
O -0.93599 -1.00819 -1.92501
O -3.26109 8.23143 -6.48301
O -0.98761 1.11459 9.19681
O -6.79011 1.47003 -4.56130
O 5.73035 -4.25373 3.83282
O -8.62850 1.15726 -5.82246
O -3.75703 4.82500 6.22083
O 4.26950 4.20059 -3.68799
O -4.44566 7.28936 6.22513
O -2.44006 -8.09472 6.78606
O 0.12881 2.00397 7.44208
O -1.42531 -8.34122 4.45983
O -2.11787 6.68132 -7.69383
O -4.71415 5.93282 8.40362
O 8.02243 -1.68296 -1.69825
O 10.18737 -0.40747 -2.20517
O 2.38091 7.84051 2.02735
O -0.54866 -9.77500 6.45353
O 6.16427 -4.79919 6.30671
C 5.20038 3.11326 -3.70552
C -5.38035 -7.51761 -1.98998
C -5.34098 -0.66973 -10.71259
C -3.73495 3.53005 4.18859
C 0.52035 -10.25740 5.67989
C -5.95767 -7.93756 -0.62414
C -0.25897 0.96704 8.20417
C -5.51937 -5.98263 -1.97028
C 9.87176 -1.50515 0.28948
C 0.93996 1.90368 6.24935
C -0.22733 -1.44429 8.13519
C -0.97490 0.05756 -2.87211
C 7.41095 -2.90096 -1.22293
C 4.48361 2.08748 -4.61615
C -3.98316 4.92108 4.83276
C -0.55618 -0.76822 -0.65427
C -2.84192 -10.42517 5.47495
C 3.95630 3.00464 -5.69666
C -6.09510 -6.64185 0.17575
C -4.45514 0.51711 -10.99606
C 3.49958 4.25530 -4.94929
C -2.70949 7.05372 -6.70951
C -3.39426 6.55040 -4.39852
C 1.38816 6.94476 1.41164
C -2.30392 6.46124 7.63915
C 1.56508 -9.17678 5.58460
C -7.64672 1.80880 -5.54983
C 7.14316 -2.52971 5.30842
C -0.25843 -1.83679 1.48467
C -4.57527 -1.51574 -9.71186
C -7.06849 0.47308 -3.62935
C -3.61422 0.55081 -9.75450
C 2.83369 11.02656 3.55068
C 10.29670 -5.70749 4.89293
C 9.02339 -5.20476 5.60187
C 1.99609 9.10887 2.42094
C -8.02831 3.45528 -7.25985
C -3.15888 9.31247 -7.38733
C 5.87884 -2.81721 -1.25578
H -3.83511 0.36678 -11.87984
H -0.04722 0.62852 -2.83314
H 10.90603 -1.22659 0.49139
H -5.95951 -5.59714 -2.88994
H -5.39331 -1.22484 -11.64918
H 1.45532 7.21453 0.35768
H -3.54061 -10.08624 4.71006
H 5.33851 2.68364 -2.71334
H 5.21478 1.36947 -4.98754
H -3.07029 8.88247 -8.38502
H 0.72875 -1.38369 1.57572
H -3.88465 10.11218 -7.23964
H -6.96774 -8.34282 -0.68435
H 0.59289 1.06856 5.64089
H 9.37410 -4.31380 6.12274
H -2.58005 0.54127 -10.09874
H 7.64396 -3.84018 -1.72459
H -1.30355 -1.48090 8.30409
H -3.88057 -2.27498 -10.07110
H -4.30864 -7.67790 -2.10772
H -4.99946 1.45503 -11.10621
H -9.05890 3.67809 -6.98356
H -0.99614 -1.24799 2.02984
H -5.24090 -8.59581 -0.13318
H 2.44694 4.10780 -4.70786
H 1.91212 11.06014 4.13178
H 2.14146 -9.18578 6.50970
H -4.36341 7.04104 -4.48869
H -7.60642 4.34841 -7.72076
H -4.30457 2.76033 4.70932
H 11.01623 -5.98561 5.66300
H 2.00346 1.78228 6.45514
H 9.70477 -2.47479 0.75854
H -1.95986 5.57224 8.16774
H -2.67851 3.27528 4.10414
H 5.38754 -3.04558 -2.20159
H 5.38433 -3.62877 -0.72201
H 7.74584 -3.00365 -0.19075
H -1.62225 6.74552 6.83752
H 0.23850 -1.63376 9.10224
H 9.20684 -0.68801 0.56928
H 10.73858 -4.86359 4.36315
H 7.25856 -2.04038 4.34129
H 0.10512 -2.20149 7.42511
H -2.09959 -11.15334 5.14809
H 3.68065 1.46996 -4.21363
H -2.29837 7.24378 8.39790
H 3.73711 11.28016 4.10532
H -3.43730 5.66887 4.25746
H -8.01733 2.76076 -8.09987
H 10.10813 -6.55902 4.23913
H -7.24079 -0.54457 -3.97980
H 8.75172 -5.97572 6.32293
H 1.15906 -8.19736 5.33167
H -5.04909 5.14809 4.81425
H -6.34532 0.45671 -2.81397
H -2.20659 9.79598 -7.16944
H 8.11893 -2.41602 5.78071
H -3.37679 -10.64648 6.39856
H -6.39820 -0.52376 -10.49108
H -5.91209 -7.99108 -2.81532
H -8.01591 0.74042 -3.16135
H 3.11764 2.55057 -6.22444
H -4.19105 3.53503 3.19861
H -0.15504 -2.84855 1.87677
H -5.18726 -2.16784 -9.08870
H -6.89101 -6.51021 0.90875
H 0.14262 -10.38998 4.66606
H -2.68128 7.23269 -3.93566
H 2.87487 11.75168 2.73789
H -1.00499 -0.56493 -3.76637
H 2.30669 -9.34992 4.80477
H 6.11287 3.54416 -4.11758
H 3.61132 5.12571 -5.59583
H -1.84496 0.71410 -2.87748
H -5.19798 -6.35464 0.72418
H -3.71617 1.49905 -9.22673
H 4.73897 3.32087 -6.38623
H 1.67674 5.89797 1.50675
H 0.98854 -11.12911 6.13708
H -4.54810 -5.50387 -1.84567
H 5.54395 -1.90517 -0.76167
H 0.81752 2.78824 5.62433
H -3.60520 5.70730 -3.74065
H 0.43293 7.25157 1.83769
H 6.31599 -2.01126 5.79328
```

Output
- HOMO level: -9.474 eV
- Gap between HOMO and LUMO: 9.3 eV
- SMILES: CCOS(C)(=O)=O.CCOS(C)(=O)=O.CCOS(C)(=O)=O.CCOS(C)(=O)=O.COC(=O)OC.COC(=O)OC.COC(=O)OC.COC(=O)OC.COC(=O)OC.C1CCOC1.C1CCOC1.C1CCOC1
- E: -5387.2253 hartree
- LUMO: -0.0051 Eh

---

[9]
ORCA calculation (wB97M-V/def2-TZVPD) on C4H5NO in the gas phase.

Geometry as XYZ:
```
11
Properties=species:S:1:pos:R:3
O -0.89001 0.47241 -1.73547
N -0.00910 -1.18509 0.40984
C 0.18721 -2.41719 0.08072
C -0.71040 1.35088 -0.95306
C 0.13554 -0.15397 0.89889
C 0.02042 1.26229 0.40897
H -0.71859 -2.94929 -0.01716
H -0.78811 1.86340 1.13026
H 1.15174 -2.62509 -0.08954
H 0.90943 1.71798 0.48448
H -1.11635 2.37912 -1.25918
```

Output
- HOMO level: -7.420 eV
- Gap between HOMO and LUMO: 8.2 eV
- E: -285.2654 hartree
- ΔE to the lowest compared entry with this formula, charge and spin: 391.8 kJ/mol
- LUMO: 0.0285 Eh

---

[10]
ORCA calculation (wB97M-V/def2-TZVPD) on a gas-phase ion, C3H7N2O2 (charge -1).

Geometry as XYZ:
```
14
Properties=species:S:1:pos:R:3
O -0.91184 0.69573 2.04344
O 2.41382 -1.05276 -0.91519
N 0.09094 -0.51941 -1.03402
N -1.64736 1.31911 -0.03777
C 1.67396 -0.07832 -0.82263
C -0.99091 0.44230 0.83842
C -0.62746 -0.92643 0.22098
H 0.13517 -1.21480 -1.65907
H 0.05034 -1.35040 0.90075
H 1.77923 0.77664 -1.66188
H -1.50965 -1.53568 0.01639
H -2.21272 2.13920 0.34046
H -1.40637 1.23684 -0.96288
H 1.70961 0.58124 0.08210
```

Output
- HOMO level: -2.802 eV
- Gap between HOMO and LUMO: 6.8 eV
- SMILES: NC(=O)CNC[O-]
- Charge: -1
- E: -378.4837 hartree
- ΔE to the lowest compared entry with this formula, charge and spin: 247.9 kJ/mol
- LUMO: 0.1475 Eh

---

[11]
ORCA calculation (wB97M-V/def2-TZVPD) on C7H6O2S in the gas phase.

Geometry as XYZ:
```
16
Properties=species:S:1:pos:R:3
S -3.46520 -0.13789 0.00744
O 3.29062 0.80024 -0.76536
O 3.12324 -0.78046 0.83219
C 0.35384 1.19270 0.23035
C -0.94261 -1.18921 -0.28989
C 0.42685 -1.11878 -0.24332
C 2.56474 0.02998 -0.07237
C -0.99152 1.23260 0.18734
C -1.67031 0.06838 -0.03351
C 1.07796 0.03862 -0.05966
H -1.74761 2.10344 0.47017
H 4.24846 -0.64554 0.55578
H -3.64234 1.32036 0.37512
H -1.53065 -2.06950 -0.29419
H 0.93019 1.88531 0.38639
H 0.96055 -2.07190 -0.46056
```

Output
- HOMO level: -8.726 eV
- Gap between HOMO and LUMO: 9.2 eV
- SMILES: O=C(O)c1ccc(S)cc1
- E: -818.9354 hartree
- ΔE to the lowest compared entry with this formula, charge and spin: 115.0 kJ/mol
- LUMO: 0.0176 Eh

---

[12]
ORCA calculation (wB97M-V/def2-TZVPD) on 3 unconnected molecules or ions with the total composition C3H5BrOS.

Geometry as XYZ:
```
11
Properties=species:S:1:pos:R:3
Br 5.34311 -0.02905 -0.11644
S 1.60422 1.75911 0.33671
O -3.08423 0.49962 -0.12496
C -2.40935 -0.46819 0.03316
C 0.39155 1.23198 -0.47632
C -2.17984 -1.69237 0.39071
H -1.48157 -2.23721 -0.17522
H 4.32525 0.80574 0.19397
H -0.61699 1.43737 -0.11252
H -2.33123 -1.91881 1.37098
H 0.43909 0.61181 -1.32006
```

Output
- HOMO level: -9.179 eV
- Gap between HOMO and LUMO: 8.6 eV
- SMILES: C=C=O.C=S.Br
- E: -3164.6449 hartree
- ΔE to the lowest compared entry with this formula, charge and spin: 227.5 kJ/mol
- LUMO: -0.0208 Eh

---

Question: What is the E in the twelfth record?
Answer: -3164.6449 hartree